[1]
{
  "formula": "C27H72Cl2O28P6",
  "method": "ωB97M-V/def2-TZVPD",
  "elements": ["C", "O", "P", "O", "O", "C", "O", "C", "H", "H", "H", "H", "H", "H", "H", "H", "H", "C", "O", "P", "O", "O", "C", "O", "C", "H", "H", "H", "H", "H", "H", "H", "H", "H", "C", "O", "P", "O", "O", "C", "O", "C", "H", "H", "H", "H", "H", "H", "H", "H", "H", "C", "O", "P", "O", "O", "C", "O", "C", "H", "H", "H", "H", "H", "H", "H", "H", "H", "C", "O", "P", "O", "O", "C", "O", "C", "H", "H", "H", "H", "H", "H", "H", "H", "H", "C", "O", "P", "O", "O", "C", "O", "C", "H", "H", "H", "H", "H", "H", "H", "H", "H", "C", "C", "O", "C", "C", "O", "H", "H", "H", "H", "H", "H", "H", "H", "C", "C", "O", "C", "C", "O", "H", "H", "H", "H", "H", "H", "H", "H", "Cl", "C", "Cl", "H", "H"],
  "positions_angstrom": [[-1.604, 4.630, 2.061], [-2.755, 4.552, 2.901], [-3.451, 5.910, 3.408], [-2.557, 7.082, 3.357], [-4.832, 6.036, 2.644], [-5.660, 4.855, 2.533], [-3.933, 5.459, 4.871], [-2.996, 5.449, 5.928], [-0.750, 5.126, 2.518], [-1.843, 5.072, 1.092], [-1.340, 3.590, 1.857], [-5.661, 4.562, 1.484], [-6.665, 5.154, 2.813], [-5.304, 4.005, 3.109], [-3.068, 6.236, 6.683], [-1.946, 5.391, 5.637], [-3.267, 4.544, 6.489], [-1.306, -1.053, 2.237], [-0.867, -1.863, 3.311], [0.172, -3.069, 3.026], [-0.300, -4.195, 2.193], [1.396, -2.297, 2.383], [2.018, -1.149, 2.983], [0.663, -3.522, 4.471], [-0.174, -4.240, 5.364], [-0.624, -0.203, 2.091], [-2.242, -0.527, 2.417], [-1.291, -1.586, 1.286], [2.069, -0.316, 2.277], [3.069, -1.385, 3.138], [1.458, -0.827, 3.855], [0.153, -5.280, 5.398], [-1.238, -4.145, 5.145], [-0.032, -3.823, 6.364], [4.806, 4.825, 5.514], [5.126, 4.696, 4.112], [3.980, 4.845, 2.999], [4.491, 5.131, 1.656], [3.116, 3.512, 3.136], [2.085, 3.377, 2.126], [2.992, 5.942, 3.631], [3.324, 7.264, 3.975], [5.386, 5.640, 5.941], [5.188, 3.894, 5.935], [3.741, 4.893, 5.716], [1.658, 2.382, 2.199], [2.498, 3.510, 1.129], [1.308, 4.113, 2.322], [2.817, 8.003, 3.356], [4.409, 7.402, 3.902], [3.068, 7.474, 5.017], [-5.546, -7.220, -1.829], [-4.539, -8.136, -1.410], [-3.019, -7.691, -1.280], [-2.087, -8.713, -0.782], [-2.759, -7.083, -2.764], [-2.681, -7.964, -3.865], [-3.141, -6.364, -0.393], [-1.974, -5.521, -0.243], [-5.343, -6.186, -1.561], [-6.438, -7.584, -1.315], [-5.763, -7.292, -2.897], [-3.337, -7.629, -4.676], [-3.133, -8.933, -3.621], [-1.672, -8.074, -4.261], [-1.305, -5.886, 0.528], [-2.383, -4.520, -0.135], [-1.418, -5.473, -1.185], [3.743, -4.091, 1.449], [4.050, -3.856, 0.082], [4.967, -2.603, -0.289], [5.415, -2.586, -1.691], [6.134, -2.641, 0.792], [7.119, -3.661, 0.798], [4.101, -1.376, 0.219], [4.544, -0.023, -0.081], [3.653, -3.190, 2.049], [4.346, -4.801, 2.020], [2.755, -4.556, 1.451], [7.060, -4.434, 1.565], [8.113, -3.222, 0.769], [7.024, -4.238, -0.130], [3.899, 0.730, 0.355], [4.685, 0.096, -1.153], [5.532, 0.019, 0.385], [-0.852, 4.785, -3.935], [-1.667, 5.156, -2.850], [-1.114, 6.176, -1.751], [-0.015, 5.589, -0.964], [-2.430, 6.609, -0.986], [-2.420, 7.732, -0.127], [-0.690, 7.498, -2.548], [0.686, 7.873, -2.634], [-1.132, 5.339, -4.837], [-0.867, 3.712, -4.101], [0.195, 5.100, -3.836], [-1.502, 8.320, -0.054], [-2.644, 7.469, 0.906], [-3.200, 8.429, -0.441], [1.361, 7.146, -2.186], [0.861, 8.817, -2.118], [0.936, 8.014, -3.684], [0.568, -2.432, -1.128], [1.001, -1.013, -0.867], [-0.042, -0.128, -1.306], [-0.176, 0.991, -0.600], [-1.375, 1.764, -1.088], [0.537, 1.372, 0.295], [0.732, -2.665, -2.184], [-0.428, -2.758, -0.826], [1.182, -3.240, -0.714], [1.375, -0.825, 0.137], [1.874, -0.832, -1.502], [-2.265, 1.143, -1.015], [-1.183, 1.977, -2.140], [-1.535, 2.689, -0.542], [0.284, -4.658, -4.531], [1.014, -5.177, -5.759], [-0.009, -5.819, -6.516], [0.099, -7.084, -6.873], [-1.177, -7.587, -7.507], [1.060, -7.788, -6.704], [-0.352, -5.351, -3.974], [-0.254, -3.721, -4.666], [0.958, -4.455, -3.685], [1.584, -4.444, -6.337], [1.861, -5.825, -5.516], [-2.001, -7.034, -7.059], [-1.279, -8.633, -7.225], [-1.111, -7.471, -8.586], [-3.940, 0.157, -3.074], [-4.449, 1.102, -4.459], [-4.948, 0.073, -5.842], [-5.325, 1.709, -4.247], [-3.672, 1.820, -4.708]],
  "smiles": "COP(=O)(OC)OC.COP(=O)(OC)OC.COP(=O)(OC)OC.COP(=O)(OC)OC.COP(=O)(OC)OC.COP(=O)(OC)OC.CCOC(C)=O.CCOC(C)=O.ClCCl",
  "e_homo_ev": -10.118,
  "total_charge": 0,
  "lumo_ev": 0.22,
  "gap_ev": 10.338
}

[2]
{
  "formula": "C3H10NO4",
  "method": "ωB97M-V/def2-TZVPD",
  "elements": ["O", "C", "O", "C", "C", "N", "H", "H", "H", "H", "H", "H", "H", "H", "O", "H", "H", "O"],
  "positions_angstrom": [[-0.806, -0.183, 0.078], [0.446, -0.203, -0.009], [1.188, -1.097, 0.481], [1.092, 0.979, -0.915], [0.206, 2.161, -0.987], [1.329, 0.359, -2.224], [2.002, 1.184, -0.389], [-0.248, 2.396, 0.001], [0.635, 3.044, -1.447], [-0.626, 1.894, -1.619], [1.927, -0.456, -2.159], [0.538, -0.034, -2.674], [-1.421, 0.596, 1.611], [-1.117, 0.488, 3.136], [-1.731, 0.840, 2.478], [-0.686, -2.307, 1.429], [-1.515, -1.922, 0.254], [-1.022, -2.660, 0.596]],
  "e_homo_ev": -4.197,
  "total_charge": -1,
  "lumo_ev": 3.98,
  "relative_energy_kcal_mol": 26.2,
  "gap_ev": 8.180
}